(1)
C3H5NS3 | the ωB97M-V functional and the def2-TZVPD basis

Geometry as XYZ:
```
12
C3H5NS3 (the ωB97M-V functional and the def2-TZVPD basis)
S -0.991 3.021 0.681
S -1.923 -1.949 0.320
S 0.205 -0.757 -1.456
N -0.510 1.287 0.992
C -0.931 -0.769 -0.138
C -1.075 0.642 0.123
C 1.574 -1.512 -0.417
H 2.498 -1.224 -1.219
H 0.051 3.893 1.298
H 1.729 -1.100 0.619
H -2.019 1.090 -0.462
H 1.393 -2.623 -0.342
```

Results
total charge	0
energy above the lowest of the compared OMol25 structures with the same formula, charge and spin	3.346	eV
Kohn-Sham gap	7.686	eV

***

(2)
C3H5NS4 | the ωB97M-V functional and the def2-TZVPD basis

Geometry as XYZ:
```
13
C3H5NS4 (the ωB97M-V functional and the def2-TZVPD basis)
S 0.680 0.993 0.787
S -1.010 1.671 -2.428
S 1.168 -2.299 1.253
S -2.232 0.118 0.926
N 2.226 -1.257 0.457
C 2.016 -0.017 0.254
C -0.753 0.114 -1.477
C -0.830 0.358 0.038
H -1.380 -0.722 -1.897
H 2.129 -3.298 1.327
H 0.175 -0.341 -1.624
H 2.861 0.482 -0.256
H 0.338 2.237 -2.262
```

Results
total charge	0
energy above the lowest of the compared OMol25 structures with the same formula, charge and spin	1.842	eV
SMILES string	S=C(CS)S/C=N\S
Kohn-Sham gap	7.952	eV

***

(3)
C3H5NSe | the ωB97M-V functional and the def2-TZVPD basis

Geometry as XYZ:
```
10
C3H5NSe (the ωB97M-V functional and the def2-TZVPD basis)
Se 1.519 -0.324 0.062
N -2.355 -0.724 0.460
C -0.005 -1.197 -0.454
C 0.667 1.350 0.572
C -1.298 -0.847 0.054
H 1.389 2.140 0.234
H 0.565 1.458 1.666
H -0.142 -0.987 -2.178
H 0.013 -2.220 -0.499
H -0.353 1.351 0.082
```

Results
total charge	0
energy above the lowest of the compared OMol25 structures with the same formula, charge and spin	2.386	eV
Kohn-Sham gap	8.377	eV

***

(4)
C3H5O2 | the ωB97M-V functional and the def2-TZVPD basis

Geometry as XYZ:
```
10
C3H5O2 (the ωB97M-V functional and the def2-TZVPD basis)
O 0.848 0.516 0.454
O 0.341 -1.677 -0.099
C -1.612 -0.054 0.194
C 1.860 0.563 -0.228
C -0.173 -0.659 0.189
H -2.068 -0.137 1.064
H 2.625 1.358 -0.098
H -1.550 1.042 -0.084
H -2.170 -0.572 -0.484
H 1.899 -0.381 -0.908
```

Results
total charge	+1
energy above the lowest of the compared OMol25 structures with the same formula, charge and spin	1.444	eV
Kohn-Sham gap	11.194	eV

***

(5)
C3H5O2P | the ωB97M-V functional and the def2-TZVPD basis

Geometry as XYZ:
```
11
C3H5O2P (the ωB97M-V functional and the def2-TZVPD basis)
P 0.358 -1.233 -1.578
O 1.562 -1.798 -0.539
O 2.235 -1.402 1.590
C 0.442 -0.104 0.823
C 1.505 -1.169 0.699
C 0.158 0.428 -0.628
H 0.971 1.067 -1.088
H 0.801 0.738 1.356
H -0.836 -1.841 -0.872
H -0.967 0.742 -0.816
H -0.487 -0.444 1.122
```

Results
total charge	0
energy above the lowest of the compared OMol25 structures with the same formula, charge and spin	0.295	eV
SMILES string	O=C1CCPO1
Kohn-Sham gap	10.575	eV

***

(6)
C3H5O2P | the ωB97M-V functional and the def2-TZVPD basis

Geometry as XYZ:
```
11
C3H5O2P (the ωB97M-V functional and the def2-TZVPD basis)
P -2.181 2.436 0.610
O -1.662 0.588 0.792
O -3.421 2.414 -0.096
C -0.274 0.751 0.563
C 0.498 -0.541 0.297
C -0.795 1.630 -0.573
H 0.255 1.287 1.428
H 0.581 -1.105 1.172
H 1.536 -0.339 -0.102
H -0.118 -1.110 -0.405
H -0.949 1.046 -1.591
```

Results
total charge	0
energy above the lowest of the compared OMol25 structures with the same formula, charge and spin	3.077	eV
Kohn-Sham gap (alpha / beta)	8.222 / 8.221	eV

***

(7)
C3H5O2S | the ωB97M-V functional and the def2-TZVPD basis

Geometry as XYZ:
```
11
C3H5O2S (the ωB97M-V functional and the def2-TZVPD basis)
S 2.418 0.320 -0.298
O -2.632 0.331 -0.113
O -1.584 -1.629 0.255
C -1.621 -0.447 0.046
C 0.869 -0.315 0.440
C -0.347 0.454 -0.065
H 0.737 -1.373 0.246
H 1.886 0.745 -1.450
H 0.995 -0.175 1.509
H -0.480 1.352 0.535
H -0.242 0.737 -1.105
```

Results
total charge	0
energy above the lowest of the compared OMol25 structures with the same formula, charge and spin	0.116	eV
spin multiplicity	2
Kohn-Sham gap (alpha / beta)	10.221 / 6.141	eV

***

(8)
C3H5O3 | the ωB97M-V functional and the def2-TZVPD basis

Geometry as XYZ:
```
11
C3H5O3 (the ωB97M-V functional and the def2-TZVPD basis)
O -1.976 1.520 2.945
O 2.266 -0.755 -2.606
O -0.685 0.058 1.798
C -1.739 0.451 2.346
C 1.659 -0.034 -1.857
C 0.503 -0.422 -0.976
H 0.777 -1.263 -0.335
H -0.354 -0.719 -1.586
H 0.227 0.400 -0.316
H -2.606 -0.276 2.330
H 1.927 1.040 -1.743
```

Results
total charge	-1
energy above the lowest of the compared OMol25 structures with the same formula, charge and spin	0.371	eV
Kohn-Sham gap	7.741	eV

***

(9)
C3H5O3 | the ωB97M-V functional and the def2-TZVPD basis

Geometry as XYZ:
```
11
C3H5O3 (the ωB97M-V functional and the def2-TZVPD basis)
O -2.174 -1.683 -1.415
O 1.805 1.242 0.393
O 0.585 1.319 2.302
C 1.458 0.873 1.541
C -0.511 0.042 -1.073
C -1.313 -1.173 -0.738
H -0.643 0.729 -0.230
H 2.088 0.007 1.918
H -0.797 0.471 -2.026
H 0.531 -0.241 -0.927
H -1.028 -1.586 0.255
```

Results
total charge	-1
energy above the lowest of the compared OMol25 structures with the same formula, charge and spin	0.294	eV
Kohn-Sham gap	8.101	eV

***

(10)
C3H5O3 | the ωB97M-V functional and the def2-TZVPD basis

Geometry as XYZ:
```
11
C3H5O3 (the ωB97M-V functional and the def2-TZVPD basis)
O -1.508 0.399 0.618
O 2.059 0.931 -0.198
O -0.802 1.262 -0.321
C 1.764 -0.199 0.306
C -1.908 -0.518 -0.419
C -0.526 -0.120 -0.324
H -2.587 -0.224 -1.246
H -2.183 -1.490 -0.047
H 1.846 -1.153 -0.237
H 1.997 1.663 0.473
H 1.846 -0.551 1.396
```

Results
total charge	+1
energy above the lowest of the compared OMol25 structures with the same formula, charge and spin	7.402	eV
Kohn-Sham gap	10.068	eV